Density functional theory data (the ωB97M-V functional and the def2-TZVPD basis) for C12H11BCl32IN2O2S as an isolated structure.

The geometry in XYZ format:
```
62
Properties=species:S:1:pos:R:3:nbo_charge:R:1
C -0.912 -2.224 -2.811 -0.565
C -0.510 -1.899 -1.380 -0.292
N -1.667 -1.663 -0.489 -0.737
S -2.508 -0.218 -0.509 0.799
C -3.942 -0.530 -1.527 -0.709
C -4.876 -1.487 -0.810 0.405
O -4.566 -2.131 0.202 -0.493
I -6.789 -1.601 -1.705 0.180
B -1.507 1.118 -1.531 0.957
N -1.310 1.061 -2.939 -1.105
O -1.104 2.099 -0.714 -0.905
H -0.558 -1.497 -3.532 0.142
H -1.984 -2.358 -2.892 0.195
H -0.477 -3.174 -3.099 0.240
H 0.251 -1.118 -1.326 0.197
H -0.032 -2.780 -0.966 0.247
H -1.411 -1.808 0.484 0.416
H -3.679 -0.871 -2.522 0.271
H -4.443 0.433 -1.618 0.284
H -0.389 0.756 -3.236 0.422
H -2.014 0.551 -3.461 0.394
H -0.184 2.090 -0.418 0.538
C 0.431 3.291 2.550 -0.226
Cl -0.197 4.720 1.734 0.077
Cl 1.426 2.368 1.390 0.007
Cl 1.455 3.761 3.892 0.090
Cl -0.915 2.307 3.142 0.067
C -9.057 -3.285 -5.000 -0.229
Cl -8.855 -5.000 -4.664 0.074
Cl -10.243 -3.055 -6.276 0.083
Cl -9.622 -2.466 -3.529 0.041
Cl -7.510 -2.591 -5.501 0.045
C 3.368 -1.159 2.468 -0.220
Cl 4.762 -1.493 1.442 0.067
Cl 1.899 -1.185 1.453 -0.003
Cl 3.213 -2.383 3.717 0.084
Cl 3.555 0.430 3.206 0.072
C 2.186 -1.147 -2.392 -0.237
Cl 2.258 -2.704 -1.570 0.074
Cl 0.828 -1.134 -3.520 0.101
Cl 1.944 0.133 -1.176 0.040
Cl 3.691 -0.841 -3.241 0.105
C 6.494 -4.524 4.995 -0.229
Cl 7.062 -3.213 6.028 0.064
Cl 4.943 -5.120 5.600 0.049
Cl 6.278 -3.917 3.350 0.045
Cl 7.669 -5.835 4.996 0.071
C -5.111 1.868 3.915 -0.228
Cl -3.825 0.693 3.569 0.030
Cl -5.936 1.409 5.395 0.084
Cl -4.400 3.469 4.089 0.070
Cl -6.258 1.874 2.568 0.050
C 3.987 6.750 1.679 -0.228
Cl 5.320 6.655 2.827 0.069
Cl 2.679 7.717 2.362 0.062
Cl 4.545 7.476 0.175 0.070
Cl 3.382 5.118 1.354 0.029
C 6.649 1.657 -0.848 -0.229
Cl 8.124 1.552 0.108 0.076
Cl 5.519 2.799 -0.119 0.049
Cl 7.031 2.175 -2.489 0.065
Cl 5.842 0.084 -0.882 0.035
```

Output
**Highest occupied orbital energy**: -12.5 eV
**Total charge**: +1



Density functional theory data (the ωB97M-V functional and the def2-TZVPD basis) for the molecule C5H9NOS.

The geometry in XYZ format:
```
17
Properties=species:S:1:pos:R:3:nbo_charge:R:1
C -0.217 -2.012 -0.093 0.312
C -0.797 0.086 -0.931 -0.244
C 0.085 0.231 0.289 0.244
C -0.678 1.249 1.226 -0.615
C 1.533 0.655 0.041 -0.627
N -0.492 -1.302 -1.230 -0.634
O 0.013 -1.028 0.933 -0.511
S -0.222 -3.572 0.187 -0.070
H -1.854 0.270 -0.826 0.204
H -0.459 0.719 -1.726 0.211
H 0.030 1.436 2.162 0.212
H -1.516 0.686 1.533 0.224
H -0.834 2.209 0.702 0.212
H 2.195 0.504 0.945 0.238
H 1.509 1.650 -0.287 0.211
H 1.913 -0.057 -0.822 0.208
H -0.209 -1.725 -2.104 0.425
```

Output
**Relative energy (zero: lowest compared OMol25 entry of this formula, charge and spin)**: 108.6 kJ/mol
**Highest occupied orbital energy**: -8.6 eV
**Total charge**: 0



Density functional theory data (the ωB97M-V functional and the def2-TZVPD basis) for the molecule C7H7ClFN.

The geometry in XYZ format:
```
17
Properties=species:S:1:pos:R:3:nbo_charge:R:1
C -0.128 1.474 1.094 -0.251
C -0.158 0.357 0.093 0.009
C -1.127 -0.695 -0.049 -0.267
C -0.776 -1.752 -0.905 0.415
C 0.329 -1.646 -1.770 -0.319
C 1.196 -0.703 -1.644 0.045
C 0.919 0.341 -0.760 -0.263
H -0.128 1.019 3.236 0.347
H -1.068 2.092 2.764 0.352
H -0.613 2.361 0.761 0.204
H 1.011 1.588 0.903 0.190
H -2.000 -0.741 0.513 0.238
H 0.651 -2.529 -2.569 0.251
H 1.604 1.107 -0.382 0.208
N -0.875 1.203 2.367 -0.799
F -1.573 -2.852 -1.017 -0.320
Cl 2.734 -0.624 -2.635 -0.040
```

Output
**Relative energy (zero: lowest compared OMol25 entry of this formula, charge and spin)**: 223.4 kJ/mol
**Highest occupied orbital energy**: -9.4 eV
**Total charge**: 0



Density functional theory data (the ωB97M-V functional and the def2-TZVPD basis) for C26H23FeN7O4Se as an isolated structure.

The geometry in XYZ format:
```
62
Properties=species:S:1:pos:R:3:nbo_charge:R:1
Fe -0.195 -0.108 0.118 0.619
O -1.645 2.559 -2.663 -0.721
C -1.294 1.623 -1.909 0.611
N -0.310 1.528 -1.017 -0.625
C 0.851 2.291 -1.074 0.212
C 0.930 3.663 -1.227 -0.261
C 2.174 4.286 -1.275 -0.275
C 3.328 3.520 -1.192 -0.255
C 3.255 2.136 -1.071 -0.244
C 2.020 1.495 -1.001 0.152
N 1.818 0.124 -0.799 -0.671
C 2.697 -0.735 -1.293 0.615
O 3.598 -0.554 -2.138 -0.722
C 2.552 -2.160 -0.807 0.175
C 2.177 -3.154 -1.710 -0.247
C 2.072 -4.456 -1.265 -0.192
C 2.373 -4.732 0.063 -0.274
C 2.764 -3.681 0.875 0.044
N 2.851 -2.419 0.467 -0.414
C -1.961 0.258 -2.074 0.162
C -3.030 0.066 -2.941 -0.234
C -3.483 -1.222 -3.164 -0.191
C -2.842 -2.285 -2.525 -0.273
C -1.794 -2.013 -1.657 0.054
N -1.373 -0.773 -1.425 -0.385
H 0.010 4.227 -1.314 0.218
H 2.237 5.363 -1.390 0.182
H 4.300 3.997 -1.239 0.182
H 4.155 1.540 -1.050 0.223
H 1.968 -2.875 -2.733 0.217
H 1.745 -5.246 -1.933 0.193
H 2.266 -5.725 0.476 0.210
H 2.990 -3.860 1.920 0.185
H -3.453 0.937 -3.421 0.236
H -4.319 -1.403 -3.832 0.196
H -3.153 -3.310 -2.679 0.206
H -1.287 -2.794 -1.109 0.227
Se -0.477 -4.501 2.506 -0.442
C -0.310 -2.935 1.600 0.141
N -0.269 -1.927 1.036 -0.520
C -3.073 -0.611 1.233 -0.753
C -1.881 0.354 1.087 0.414
O -2.039 1.421 1.689 -0.736
H -3.945 -0.074 1.606 0.185
H -2.784 -1.380 1.955 0.230
H -3.319 -1.131 0.309 0.196
N 0.668 0.816 1.619 -0.306
C 0.744 1.670 2.378 0.523
N 0.812 2.641 3.285 -0.476
C -0.280 3.612 3.216 -0.259
C -0.296 4.370 4.527 -0.075
O 0.958 4.990 4.786 -0.537
C 2.002 4.032 4.832 -0.072
C 2.109 3.254 3.531 -0.236
H -1.207 3.065 3.030 0.280
H -0.114 4.305 2.379 0.191
H -0.541 3.685 5.350 0.163
H -1.033 5.173 4.499 0.188
H 1.824 3.330 5.659 0.161
H 2.922 4.585 5.025 0.185
H 2.865 2.473 3.608 0.221
H 2.384 3.929 2.707 0.197
```

Output
**Relative energy (zero: lowest compared OMol25 entry of this formula, charge and spin)**: 0.0 kJ/mol
**Highest occupied orbital energy**: -1.3 eV
**Total charge**: -2



Density functional theory data (the ωB97M-V functional and the def2-TZVPD basis) for C27H38AuN3O4Si as an isolated structure.

The geometry in XYZ format:
```
74
Properties=species:S:1:pos:R:3:lowdin_charge:R:1
Au 0.079 0.000 -1.915 1.456
C -0.600 4.223 -1.962 0.010
C 0.376 4.631 -2.851 0.023
C 1.205 3.687 -3.460 0.042
C 1.041 2.359 -3.153 -0.158
N 0.091 1.987 -2.238 -0.045
C -0.713 2.873 -1.659 -0.069
C 1.790 1.231 -3.787 -0.148
C 2.811 1.279 -4.718 0.054
C 3.352 0.074 -5.164 0.031
C 2.892 -1.155 -4.693 0.054
C 1.869 -1.156 -3.763 -0.148
N 1.371 0.026 -3.379 -0.037
C 1.194 -2.320 -3.109 -0.157
C 1.438 -3.639 -3.398 0.041
C 0.666 -4.624 -2.776 0.021
C -0.336 -4.263 -1.896 0.013
C -0.530 -2.917 -1.614 -0.068
N 0.223 -1.992 -2.199 -0.036
H -1.265 4.931 -1.489 0.133
H 0.496 5.680 -3.086 0.137
H 1.956 3.996 -4.173 0.132
H -1.425 2.478 -0.944 0.128
H 3.185 2.222 -5.090 0.133
H 4.153 0.093 -5.891 0.138
H 3.328 -2.078 -5.047 0.133
H 2.205 -3.913 -4.109 0.132
H 0.849 -5.667 -2.998 0.137
H -0.960 -5.002 -1.415 0.137
H -1.275 -2.555 -0.917 0.125
C 2.787 -1.480 1.891 -0.021
C 1.287 -1.673 2.054 -0.621
C 0.841 -2.983 1.424 -0.021
C 0.893 -1.622 3.525 -0.007
O 0.674 -0.569 1.353 -0.120
Si -0.829 0.012 1.148 0.010
O -1.202 -0.047 -0.479 -0.407
O -0.893 1.547 1.671 -0.092
C 0.051 2.559 2.081 -0.616
C 1.334 2.515 1.252 -0.015
C 0.370 2.316 3.549 -0.003
C -0.661 3.891 1.905 -0.012
O -1.909 -0.903 1.904 -0.096
C -3.347 -0.907 2.084 -0.620
C -3.809 -2.324 1.790 -0.021
C -3.602 -0.527 3.535 -0.011
C -4.009 0.090 1.143 -0.029
H 3.332 -2.295 2.367 0.098
H 3.103 -0.543 2.351 0.089
H 3.056 -1.455 0.832 0.082
H 1.290 -3.830 1.944 0.102
H 1.163 -3.023 0.380 0.066
H -0.245 -3.083 1.485 0.087
H 1.338 -2.460 4.062 0.102
H -0.189 -1.669 3.637 0.086
H 1.250 -0.699 3.984 0.079
H 1.877 1.587 1.418 0.073
H 1.978 3.350 1.526 0.101
H 1.108 2.605 0.183 0.059
H 0.830 1.336 3.676 0.068
H -0.542 2.351 4.145 0.099
H 1.059 3.073 3.926 0.101
H -0.944 4.042 0.862 0.055
H -0.017 4.716 2.211 0.100
H -1.568 3.918 2.507 0.099
H -3.308 -3.032 2.451 0.091
H -3.586 -2.595 0.754 0.080
H -4.885 -2.414 1.939 0.098
H -3.222 -1.294 4.209 0.092
H -4.671 -0.406 3.716 0.098
H -3.105 0.416 3.765 0.089
H -3.697 -0.076 0.111 0.074
H -3.757 1.114 1.427 0.090
H -5.092 -0.020 1.196 0.099
```

Output
**Relative energy (zero: lowest compared OMol25 entry of this formula, charge and spin)**: 0.0 kJ/mol
**Highest occupied orbital energy**: -14.6 eV
**Total charge**: +2



highest occupied orbital energy of number 3 (C7H7ClFN)?
-9.4 eV